DFT (wB97M-V/def2-TZVPD) results for a 2-piece molecular cluster, CCl2FNO overall at a distorted geometry.

```
6
Properties=species:S:1:pos:R:3:forces:R:3
C -0.3391 0.1510 -0.6029 1.206 -0.256 0.362
N -0.1578 0.1294 0.6091 0.690 -0.128 0.437
O -0.7097 0.2657 -1.6747 -0.665 0.127 -1.222
F 2.0900 -0.5965 -1.5214 -0.229 0.082 0.222
Cl -1.9730 0.3962 1.5733 -0.879 0.148 0.581
Cl 1.0896 -0.3458 1.6164 -0.122 0.027 -0.380
```
Positions in Å, forces in eV/Å.

The calculation puts the molar mass at 131.9 g/mol. For the LUMO energy (spin up / spin down), the calculation gives -2.278 / -4.770 eV. The frontier orbital gap (spin up / spin down) is 8.6480 / 4.5897 eV. The charge is 0. As for the energy relative to the best compared isomer or geometry (same formula, charge and spin): 3.455 eV. Its total energy is -32330.23368 eV.